This record from OMol25 describes a structure of composition C28H84BF6N8O11S2 at a distorted geometry. The level of theory is ωB97M-V with the def2-TZVPD basis set.

```
140
Properties=species:S:1:pos:R:3:forces:R:3:lowdin_charge:R:1
N 20.1252 17.1392 13.9363 2.1 -0.3 0.3 -0.298
S 20.8942 15.7930 14.2820 -0.4 1.8 1.9 0.557
O 21.9345 15.5046 13.3780 2.0 0.7 -0.9 -0.282
O 20.1503 14.6335 14.5781 -1.5 -0.4 1.3 -0.249
F 21.5415 16.3691 15.6962 -0.8 -1.2 -2.3 -0.183
S 18.8532 17.2694 13.1282 -3.4 -1.5 -0.2 0.468
O 18.5661 18.6038 12.7101 0.8 0.8 -0.1 -0.290
O 17.7392 16.5641 13.6863 0.1 0.0 0.5 -0.288
F 19.0228 16.4753 11.7656 0.9 0.2 -0.1 -0.170
C 24.8446 15.7117 11.5900 2.0 0.1 2.7 -0.059
C 24.1627 15.0261 10.5213 -1.8 -0.8 -1.7 -0.321
C 24.9664 13.8802 9.8743 0.6 -0.7 -1.2 -0.146
O 24.7294 12.6160 10.5857 0.4 1.3 -0.8 -0.235
C 25.2013 11.4800 9.8074 -0.5 -0.8 1.5 -0.050
N 22.9061 14.3143 11.0400 -0.2 0.4 -1.1 0.222
H 23.2118 13.3828 11.2962 0.2 -0.7 0.5 0.135
H 22.3095 14.7400 11.7596 0.5 0.4 0.2 0.107
H 22.3489 14.1794 10.2070 -0.5 -0.2 -0.1 0.164
H 25.6148 16.4036 11.2137 -0.5 -0.1 0.1 0.115
H 25.4000 14.9756 12.2223 -0.3 0.4 -0.4 0.122
H 24.1703 16.1835 12.3104 0.1 0.4 -0.4 0.080
H 23.7982 15.7632 9.7558 0.4 -0.8 0.5 0.171
H 26.0293 14.2434 9.8009 -0.7 -0.8 0.6 0.155
H 24.7057 13.6771 8.8085 -0.3 0.4 0.6 0.133
H 24.8105 10.5304 10.2896 0.6 1.3 -0.2 0.115
H 26.2963 11.5057 9.8663 -0.3 -0.3 -0.6 0.104
H 24.7471 11.4650 8.8176 0.4 0.4 -0.2 0.088
C 8.0513 20.3995 21.8518 1.8 -0.4 -0.3 -0.043
C 7.6705 20.9786 23.1631 0.0 1.2 1.4 -0.342
C 6.7282 22.1188 22.9466 0.4 0.4 -1.0 -0.261
O 6.0546 22.4648 24.0919 -0.2 0.4 0.5 -0.172
C 5.1994 23.6101 23.9504 -1.5 0.0 0.5 -0.046
N 6.9813 20.0335 24.1610 1.6 -0.7 -0.1 0.238
H 7.1234 19.0537 23.8277 -0.3 0.8 0.8 0.183
H 7.3768 20.1783 25.1421 -0.9 -0.4 -1.6 0.213
H 6.0014 20.2929 24.1220 -0.5 -0.1 0.6 0.153
H 8.6995 19.5334 22.0499 0.2 0.3 -0.4 0.094
H 8.6391 21.1862 21.2617 -0.9 -1.2 0.8 0.142
H 7.2152 20.0185 21.2956 -0.5 0.1 -0.4 0.087
H 8.5160 21.4232 23.6838 0.3 -0.6 0.2 0.160
H 6.1056 21.8074 22.1152 -0.9 0.3 -0.2 0.138
H 7.3808 22.9140 22.6032 -0.1 0.5 -0.3 0.148
H 5.0244 24.0326 24.9553 0.1 -0.4 -0.5 0.109
H 4.2285 23.2977 23.5188 0.4 0.0 0.3 0.104
H 5.5269 24.4181 23.3011 0.9 -0.2 -0.1 0.095
C 11.6170 11.0664 16.5090 1.1 0.0 -0.3 -0.026
C 12.3454 9.7812 16.1950 0.1 -0.8 -0.4 -0.281
C 11.5050 8.4896 15.9649 -0.5 1.3 -1.1 -0.147
O 11.0684 8.4024 14.5996 1.4 0.6 0.7 -0.201
C 10.1952 7.3452 14.2582 0.0 -0.9 1.5 -0.077
N 13.1459 10.0858 14.8997 1.0 -0.9 1.4 0.236
H 12.5327 10.1060 14.1204 -1.0 0.2 -0.9 0.138
H 13.6784 10.9501 15.0062 -0.3 0.7 0.2 0.115
H 13.8690 9.4005 14.6586 -0.3 -0.3 0.4 0.182
H 12.4044 11.8216 16.6470 -0.4 0.1 -0.4 0.074
H 11.1212 11.0582 17.4755 -0.6 -0.4 -0.3 0.098
H 11.0212 11.2555 15.6108 -0.5 0.6 0.6 0.102
H 13.0734 9.5244 16.9672 0.0 0.3 -0.3 0.134
H 10.6113 8.5350 16.5715 -0.1 0.0 0.6 0.131
H 12.1439 7.6941 16.2765 0.2 -1.1 -0.1 0.117
H 9.9745 6.6428 15.0836 0.2 0.6 0.2 0.101
H 10.6412 6.6898 13.5400 0.1 0.1 -1.0 0.088
H 9.2665 7.7910 13.9944 -0.8 0.1 -0.8 0.084
C 5.7570 18.8461 12.1257 0.7 0.6 -1.8 -0.191
C 6.1100 20.0188 11.2809 -0.3 2.6 2.6 -0.310
C 4.7332 12.4313 14.6202 -3.8 -1.3 -1.6 0.121
O 5.6950 12.7757 15.0172 5.1 1.7 1.5 0.248
C 12.7510 12.1692 5.9731 0.1 -1.3 2.6 0.271
N 7.5403 20.1126 10.9141 1.2 -2.7 -2.7 0.007
H 7.7924 21.0346 10.6907 -0.4 1.8 -1.2 0.101
H 8.4263 19.9230 11.4918 -1.2 -1.1 -0.2 0.158
H 7.3841 19.5381 9.9631 1.8 1.5 2.6 0.210
H 6.1292 18.1174 11.4626 -0.5 -2.3 -0.6 0.035
H 4.7174 19.0424 12.0509 -1.4 -1.2 0.6 0.061
H 6.1525 18.5635 13.0863 0.3 0.7 1.1 0.051
H 5.9166 20.9386 11.8609 -0.2 0.0 -0.3 0.056
H 6.3255 3.5239 8.5586 0.0 0.0 0.0 0.037
H 3.7581 12.2488 15.0353 -1.4 -0.4 0.0 0.123
H 11.6811 12.0661 6.0191 -0.2 0.4 -0.2 0.011
H 13.3219 11.9553 6.9048 -0.6 0.7 -0.6 0.025
H 13.3029 11.9924 5.1124 0.6 0.2 -1.8 -0.015
C 16.8664 16.8235 17.1944 -0.9 0.2 -0.5 -0.037
C 17.8741 15.7699 17.5127 3.5 2.2 0.9 -0.355
C 18.1009 15.5400 19.0694 -1.0 -2.8 -2.2 -0.086
O 18.8598 14.2586 19.0944 -1.8 1.7 -0.5 -0.224
C 19.6729 14.1096 20.2192 0.3 -1.3 0.5 -0.106
N 17.7439 14.5350 16.7474 1.4 -1.3 0.3 0.229
H 18.6457 14.0295 16.8492 -0.5 0.1 0.2 0.169
H 17.0478 13.9208 17.1788 -0.5 -0.3 -0.5 0.115
H 17.6578 14.6145 15.7317 -0.6 0.5 0.0 0.159
H 16.8125 17.1411 16.1313 0.0 -0.8 0.5 0.086
H 17.0831 17.7555 17.7017 0.2 0.0 0.5 0.092
H 15.8976 16.4608 17.5516 -0.2 0.3 -0.3 0.094
H 18.9232 16.1601 17.2923 -1.3 -0.4 -0.5 0.162
H 17.0748 15.3555 19.5134 1.4 0.6 0.3 0.150
H 18.7247 16.3919 19.3661 -0.5 -0.3 0.7 0.135
H 20.3091 13.2153 20.0362 -0.1 0.9 0.0 0.110
H 19.1608 13.9033 21.1718 -0.4 0.2 -0.3 0.096
H 20.1986 15.0299 20.3060 1.2 0.5 0.5 0.076
C 16.5518 4.6628 22.4415 0.8 0.5 -1.5 -0.051
C 15.1783 4.9296 22.9150 -1.0 -1.7 1.6 -0.312
C 14.5037 6.2256 22.4850 0.7 -0.6 -1.0 -0.196
O 13.1567 6.0208 22.7461 -0.4 -0.7 -0.1 -0.219
C 12.4715 7.1392 23.2414 2.8 2.6 -1.5 -0.061
N 14.2870 3.7361 22.4321 -0.6 -0.5 0.0 0.209
H 13.2695 4.0020 22.4506 1.0 -0.1 0.2 0.172
H 14.5457 3.5563 21.4651 -0.1 0.0 -0.3 0.153
H 14.4246 2.7952 22.9016 -0.1 1.6 -0.2 0.204
H 17.0079 3.7808 22.8759 0.0 -0.2 0.0 0.100
H 17.1088 5.5138 22.7754 0.8 0.5 0.2 0.093
H 16.6753 4.6633 21.3135 -0.4 -0.2 1.2 0.123
H 15.1218 4.8305 24.0357 0.0 0.3 -1.1 0.179
H 14.7439 6.4071 21.3702 -0.5 0.1 1.5 0.167
H 14.8768 7.0201 23.1373 0.3 0.1 -0.4 0.141
H 12.5257 7.9423 22.4352 -0.2 -0.6 1.0 0.121
H 12.9472 7.5519 24.1541 -0.4 -0.4 -0.3 0.114
H 11.5010 6.8682 23.3650 -2.8 -0.7 0.7 0.062
C 17.5428 22.5113 11.1479 -1.3 -0.6 0.6 -0.052
C 18.6123 21.6059 10.6182 -1.8 -0.2 -2.8 -0.329
C 19.4085 22.4540 9.6115 3.4 0.5 2.7 -0.202
O 20.4789 21.6691 9.0544 -0.7 0.8 0.7 -0.214
C 21.0262 22.4211 7.9578 0.3 0.5 0.5 -0.071
N 19.5351 20.9999 11.6343 1.7 1.7 -0.6 0.231
H 19.1541 20.2230 12.1540 -0.5 -1.0 0.3 0.081
H 20.3245 20.6986 11.0451 0.0 -0.5 0.2 0.159
H 20.0154 21.6550 12.3186 -1.2 -0.4 -1.0 0.211
H 16.6385 22.0369 11.5805 0.9 -0.1 0.2 0.104
H 17.0904 23.0648 10.3402 0.3 0.4 -0.5 0.094
H 17.9873 23.1944 11.8353 0.0 0.7 0.6 0.081
H 18.0971 20.7819 9.9939 1.2 0.7 1.4 0.193
H 19.8469 23.3902 10.2567 -0.6 -1.9 -1.3 0.184
H 18.9519 22.9353 8.7939 -1.7 0.2 -0.6 0.111
H 21.9803 21.9749 7.7012 0.4 0.3 0.4 0.092
H 21.0754 23.5212 8.2578 0.3 -1.4 -0.7 0.122
H 20.4327 22.2475 7.0711 -0.6 0.4 -0.2 0.091
B 15.3824 12.0652 16.4484 -1.4 0.8 -2.3 -1.033
F 15.8218 12.7709 17.5218 0.1 0.7 0.8 0.160
F 14.7443 10.8902 16.9359 1.1 0.5 -1.0 0.095
F 14.2209 12.8332 15.6769 1.8 -1.5 1.3 -0.087
F 16.4315 12.0019 15.4648 -1.4 -0.6 1.3 0.080
```
Positions in Å, forces in eV/Å.

The gap between HOMO and LUMO comes out at 0.0465 Ha. Its net charge is +5.